Here is one molecule with the formula C4H11N2O at a distorted geometry from OMol25. Energies are from ωB97M-V/def2-TZVPD.

Geometry as XYZ:
```
18
Properties=species:S:1:pos:R:3
H 1.38473 -0.86395 -2.49400
H 2.75310 0.25184 -0.77970
N 1.48855 -1.17480 -1.54616
H -0.03541 0.52354 -1.22870
H -2.23933 -1.40065 0.89198
C -0.80792 0.15013 1.28078
C 0.10309 1.23796 0.62778
C -1.90306 -0.46481 0.38129
C 1.72830 -0.05581 -0.65013
N 0.68067 1.01574 -0.69794
H -2.79445 0.13076 0.45629
H -1.20745 0.70408 2.11405
H -0.20330 -0.70809 1.61622
O -1.56361 -0.84421 -0.85317
H 1.73185 -0.48362 0.36775
H -0.56324 2.09864 0.54846
H 0.87520 1.46530 1.35759
H 0.57227 -1.58206 -1.39240
```

E_tot = -9351.106 eV
HOMO-LUMO gap (spin up / spin down) = 9.747 / 6.851 eV
multiplicity = 2
charge = 0
E_HOMO (spin up / spin down) = -8.84 / -8.83 eV